Computed, not measured: C18H23N3O5 in the gas phase in a non-equilibrium geometry, with ωB97M-V with the def2-TZVPD basis set.

The geometry in XYZ format:
```
49
Properties=species:S:1:pos:R:3:nbo_charge:R:1
C -5.223 -1.061 -1.955 -0.252
H -6.237 -1.442 -1.844 0.202
O -4.912 -0.466 -0.719 -0.520
C -3.686 0.120 -0.553 0.306
C -2.715 0.137 -1.550 -0.309
C -1.477 0.714 -1.351 -0.182
C -1.182 1.299 -0.126 -0.121
C -2.147 1.305 0.874 -0.202
C -3.396 0.728 0.688 0.250
O -4.209 0.811 1.775 -0.494
C -5.565 0.427 1.723 -0.240
H -5.678 -0.647 1.563 0.183
H -5.969 0.691 2.701 0.190
H -6.110 0.968 0.948 0.180
H -1.933 1.766 1.825 0.244
C 0.118 1.891 0.107 0.304
N 0.435 2.595 1.164 -0.153
O 1.733 2.955 0.978 -0.266
C 2.117 2.435 -0.192 0.541
N 1.165 1.767 -0.769 -0.527
C 3.492 2.663 -0.696 -0.466
C 4.019 1.411 -1.399 -0.480
C 4.327 0.341 -0.356 0.676
O 4.987 0.580 0.635 -0.640
N 3.839 -0.883 -0.639 -0.610
H 3.204 -1.017 -1.411 0.407
C 3.987 -2.011 0.248 -0.246
H 4.682 -1.721 1.038 0.238
H 4.396 -2.855 -0.314 0.200
C 2.638 -2.420 0.861 0.093
C 2.044 -1.352 1.790 -0.434
H 2.279 -1.546 2.834 0.224
C 0.551 -1.430 1.483 -0.431
H 0.019 -0.503 1.683 0.225
C 0.580 -1.776 -0.002 -0.068
H -0.316 -2.294 -0.350 0.189
H 0.719 -0.866 -0.602 0.169
O 1.684 -2.648 -0.174 -0.547
H 0.087 -2.239 2.049 0.204
H 2.436 -0.370 1.524 0.210
H 2.779 -3.371 1.395 0.178
H 3.291 1.059 -2.129 0.223
H 4.954 1.654 -1.909 0.238
H 4.137 2.915 0.148 0.261
H 3.472 3.508 -1.389 0.240
H -0.742 0.718 -2.139 0.232
H -2.924 -0.315 -2.507 0.222
H -4.548 -1.891 -2.186 0.179
H -5.199 -0.332 -2.772 0.179
```

Results
max |F| = 1.2 eV/A
relative energy (zero: lowest compared OMol25 entry of this formula, charge and spin) = 262.8 kJ/mol
orbital gap = 8.90 eV
molar mass = 361.40 g mol⁻¹
SMILES = COc1ccc(-c2noc(CCC(=O)NC[C@H]3CCCO3)n2)cc1OC
2S+1 = 1
E_HOMO = -8.3 eV